No. 1
Computed, not measured: 9 unconnected molecules or ions with the total composition C7H32N14O9, with the ωB97M-V functional and the def2-TZVPD basis.

Summary:
net charge = 0
total energy = -1729.9253 a.u.
spin multiplicity = 1
relative energy (zero: lowest compared OMol25 entry of this formula, charge and spin) = 169.3 kJ/mol
SMILES = NC(N)=O.NC(N)=O.NC(N)=O.NC(N)=O.NC(N)=O.NC(N)=O.NC(N)=O.O.O

Cartesian coordinates (Å):
N -28.00906 -4.09436 -7.00925
C -27.51825 -2.82274 -6.82451
N -28.50771 -1.90391 -6.67591
O -26.32565 -2.53916 -6.75949
H -27.36373 -4.75053 -7.45655
H -28.99496 -4.19675 -7.13156
H -29.48086 -2.11299 -6.61064
H -28.19808 -0.94826 -6.73575
N -25.79662 -6.56456 -6.67870
C -25.84971 -6.54456 -8.03275
N -25.55418 -7.69088 -8.66089
O -26.20792 -5.51263 -8.62768
H -26.13071 -5.68645 -6.30207
H -25.55357 -7.36230 -6.12650
H -25.12669 -8.44843 -8.15651
H -25.48411 -7.78094 -9.65828
N -34.03638 -10.59323 -11.38116
C -34.87371 -9.88532 -12.19033
N -35.67256 -10.64225 -12.97148
O -34.83748 -8.65783 -12.21116
H -33.26391 -10.06902 -10.99436
H -34.08007 -11.59005 -11.28658
H -36.32910 -10.24981 -13.62077
H -35.70049 -11.63963 -12.87478
N -36.16666 -8.99427 -9.25778
C -35.07171 -8.43676 -8.69334
N -33.96211 -9.24416 -8.74881
O -34.99301 -7.34473 -8.13457
H -36.24924 -9.86858 -9.72876
H -36.96204 -8.37549 -9.21748
H -33.16249 -8.94345 -8.22631
H -34.01350 -10.10608 -9.25908
N -29.66672 -10.73796 -11.07663
C -30.57343 -10.92886 -10.07747
N -30.20699 -11.85353 -9.15803
O -31.58691 -10.22416 -10.00915
H -28.74829 -11.12854 -11.01006
H -29.95263 -10.03670 -11.73954
H -30.83292 -11.88555 -8.36898
H -29.34502 -12.35365 -9.13786
N -31.29347 -7.77763 -8.69291
C -30.06099 -7.34601 -8.27790
N -29.04076 -8.17759 -8.61578
O -29.88543 -6.29423 -7.65711
H -31.36312 -8.54711 -9.35195
H -31.96849 -7.05902 -8.47506
H -29.16578 -9.16497 -8.71908
H -28.14761 -7.77695 -8.38575
N -31.36868 -4.03900 -9.16796
C -30.94467 -2.84121 -9.70663
N -31.99948 -1.99626 -9.98319
O -29.79185 -2.63593 -10.04808
H -30.57188 -4.63301 -8.97483
H -32.27239 -4.11865 -8.74738
H -31.74763 -1.16945 -10.49406
H -32.87913 -2.47088 -10.00184
O -28.51214 -11.09465 -6.96344
H -27.68803 -10.68256 -7.24456
H -28.34176 -12.04117 -7.02191
O -29.21144 -6.29889 -4.78652
H -29.08202 -6.54970 -5.71103
H -30.16658 -6.27793 -4.67819

---

No. 2
Computed, not measured: 11 unconnected molecules or ions with the total composition C7H33NO10, with the ωB97M-V functional and the def2-TZVPD basis.

Summary:
net charge = 0
total energy = -1093.4617 a.u.
spin multiplicity = 1
relative energy (zero: lowest compared OMol25 entry of this formula, charge and spin) = 572.1 kJ/mol
SMILES = C=CC/C(=C/N)CC.O.O.O.O.O.O.O.O.O.O

Cartesian coordinates (Å):
C -1.21130 3.31987 1.91679
C -0.24848 2.56145 2.40808
C 1.27539 3.01234 2.12282
C 1.67796 1.88744 1.17889
C 1.36828 2.22001 -0.08215
N 1.07234 1.40980 -1.12742
C 1.99592 0.55047 1.71509
C 1.00962 -0.15745 2.54876
H -2.32703 3.17780 1.80212
H -0.95799 4.40454 1.38174
H -0.46821 1.69367 2.96043
H 1.65690 2.74734 3.06336
H 1.40724 4.03843 2.02815
H 1.11133 3.28088 -0.26493
H 0.36372 1.73223 -1.65880
H 0.85666 0.34798 -1.05439
H 2.31285 -0.08280 0.85259
H 2.85741 0.83961 2.21587
H 0.73123 0.39998 3.40653
H 1.40571 -1.20313 2.77521
H 0.09579 -0.39101 1.84936
O -3.39729 -0.22987 -0.94002
H -4.32162 -0.56167 -0.86170
H -3.15348 0.38117 -1.52753
O 1.61104 0.40710 -3.92253
H 1.91089 0.81248 -3.13482
H 2.38208 0.55164 -4.52013
O -1.94500 -3.32213 -2.15537
H -2.60374 -3.81315 -1.66686
H -1.18780 -3.36953 -1.53085
O 3.00378 -1.17426 -2.70663
H 2.34182 -1.42389 -3.29978
H 2.71947 -1.78465 -1.98076
O 3.65102 -3.06573 1.96224
H 2.86822 -3.53339 1.79196
H 3.99657 -2.67917 1.18463
O -2.04258 1.68418 -2.08236
H -2.44799 2.46766 -2.43046
H -1.35682 1.39538 -2.63462
O -0.89201 -1.25023 0.11009
H -1.72912 -1.34098 -0.56781
H -0.98861 -0.30487 0.26855
O -2.27528 -3.60360 1.12564
H -3.11429 -3.17889 1.03440
H -1.66151 -2.98811 1.11014
O -4.32194 1.25624 1.05823
H -4.75228 0.93107 1.85652
H -4.62624 0.65982 0.35860
O 1.75094 -2.01488 -0.56963
H 0.76631 -1.83727 -0.61198
H 2.06046 -1.09717 -0.18960

---

No. 3
Computed, not measured: 11 unconnected molecules or ions with the total composition C7H35NO10, with the ωB97M-V functional and the def2-TZVPD basis.

Summary:
net charge = 0
total energy = -1094.6498 a.u.
spin multiplicity = 1
relative energy (zero: lowest compared OMol25 entry of this formula, charge and spin) = 457.5 kJ/mol
SMILES = C/C=C/CC[C@@H](C)N.O.O.O.O.O.O.O.O.O.O

Cartesian coordinates (Å):
C -3.14499 0.75141 -0.36826
C -1.86019 1.46486 -0.78295
C -0.82916 0.73990 -1.05698
C 0.60901 1.27129 -0.94712
C 1.30557 0.65139 0.30436
C 1.38615 -1.00671 0.10642
C 2.80498 -1.52307 0.41833
N 0.43029 -1.63447 0.94165
H -4.00792 1.38257 0.20620
H -3.63487 0.19520 -1.24548
H -2.81137 -0.07027 0.31130
H -1.84247 2.48889 -0.73237
H -0.93149 -0.36128 -1.41313
H 1.24092 1.15474 -1.90063
H 0.55392 2.45883 -1.10935
H 2.29569 1.02225 0.45257
H 0.83652 1.00827 1.17023
H 1.26008 -1.27594 -0.94660
H 2.93457 -2.58875 -0.09481
H 3.46473 -1.61433 1.27779
H 3.43285 -1.02255 -0.10577
H -0.55683 -1.48324 0.62689
H 0.67147 -1.69322 1.84523
O -0.46025 -4.66163 -0.29213
H 0.29418 -5.21201 0.04636
H -1.28396 -4.94633 0.05032
O 1.71392 0.52566 3.13581
H 1.67501 1.08108 3.91786
H 0.95385 0.38647 2.72574
O -0.74672 -1.34291 -4.29421
H -0.77736 -2.22891 -4.13274
H -1.40307 -1.06851 -3.67804
O -2.26088 -2.95370 0.79493
H -1.38989 -3.35348 0.31632
H -2.05138 -2.98556 1.72262
O -2.43112 -2.18996 -1.97128
H -2.14791 -1.55649 -1.32640
H -2.20261 -3.06065 -1.72983
O -0.59239 2.96315 1.72408
H -1.52155 2.82313 1.71412
H -0.20297 2.21983 1.25325
O -1.31353 -0.27751 4.32100
H -1.78738 0.50418 4.06961
H -1.82881 -0.75724 5.08701
O 3.74044 2.72072 1.44989
H 3.06491 2.31956 1.94661
H 3.15786 2.95924 0.67188
O 1.51877 4.05055 -0.13467
H 1.04159 4.53082 -0.87396
H 1.77030 4.64171 0.51716
O 0.48357 1.09538 -4.13875
H 0.09405 0.22670 -3.90180
H -0.21527 1.78417 -4.12989